{"formula": "C30H46O3P2Sc", "method": "the ωB97M-V functional and the def2-TZVPD basis", "charge": 1, "total_energy_ev": -77271.1186, "homo_lumo_gap_ev": 5.5591, "lumo_ev": -3.638, "fmax_ev_per_a": 2.4, "de_lowest_kcal_mol": 0.00, "species": ["Sc", "C", "C", "C", "C", "C", "C", "H", "H", "H", "C", "H", "H", "H", "C", "H", "H", "H", "C", "H", "H", "H", "C", "H", "H", "H", "C", "C", "C", "C", "C", "C", "C", "C", "H", "H", "H", "H", "H", "H", "H", "H", "H", "H", "H", "H", "P", "C", "C", "P", "C", "C", "C", "H", "H", "H", "H", "H", "H", "H", "H", "H", "H", "H", "H", "H", "H", "O", "C", "C", "C", "C", "C", "C", "C", "O", "O", "H", "H", "H", "H", "H"], "coordinates": [[-0.834, 0.346, 0.067], [0.866, 0.848, 1.776], [0.693, 2.014, 0.974], [-1.360, 1.499, 1.931], [-0.392, 0.529, 2.376], [-0.684, 2.412, 1.038], [2.165, 0.226, 2.152], [2.908, 0.336, 1.355], [2.049, -0.845, 2.352], [2.600, 0.674, 3.064], [-0.633, -0.597, 3.321], [0.279, -1.195, 3.460], [-1.420, -1.266, 2.936], [-0.962, -0.250, 4.314], [-2.804, 1.480, 2.274], [-2.986, 1.974, 3.240], [-3.186, 0.450, 2.371], [-3.401, 2.007, 1.518], [-1.302, 3.534, 0.279], [-1.503, 4.387, 0.944], [-2.263, 3.248, -0.179], [-0.628, 3.889, -0.513], [1.785, 2.762, 0.290], [1.860, 3.786, 0.695], [1.620, 2.852, -0.797], [2.762, 2.287, 0.450], [1.359, -2.165, -1.773], [2.306, -1.344, -1.288], [2.836, -0.060, -1.848], [2.094, 0.489, -3.075], [0.675, 0.906, -2.973], [-0.435, 0.144, -3.121], [-0.580, -1.332, -3.333], [0.666, -2.212, -3.090], [3.888, -0.203, -2.167], [2.138, -0.340, -3.880], [2.891, 0.707, -1.057], [1.412, -2.015, -3.890], [1.013, -2.971, -1.118], [2.689, -1.574, -0.280], [0.308, -3.246, -3.210], [-1.381, -1.692, -2.668], [-1.410, 0.659, -3.059], [-0.958, -1.550, -4.357], [2.673, 1.364, -3.433], [0.540, 1.988, -2.805], [2.144, -1.010, -5.570], [2.538, -2.757, -5.817], [3.536, 0.034, -6.033], [-0.178, 1.009, -6.281], [0.674, -0.662, -6.540], [0.929, 2.053, -7.345], [-1.399, 0.604, -7.620], [1.642, -3.386, -5.685], [3.291, -3.073, -5.078], [2.930, -2.914, -6.833], [3.896, -0.256, -7.030], [4.343, -0.137, -5.300], [3.270, 1.101, -6.031], [-0.887, 0.402, -8.570], [-2.099, 1.434, -7.760], [-1.956, -0.292, -7.318], [-0.106, -1.415, -6.335], [0.944, -0.767, -7.603], [0.405, 3.000, -7.531], [1.134, 1.575, -8.313], [1.871, 2.267, -6.827], [-1.353, -4.964, 1.785], [-2.300, -4.144, 2.263], [-2.791, -4.333, 3.571], [-3.690, -3.426, 4.107], [-4.101, -2.299, 3.376], [-3.615, -2.102, 2.077], [-2.711, -2.999, 1.507], [-1.883, -2.643, 0.319], [-1.346, -3.539, -0.359], [-1.740, -1.369, 0.061], [-1.194, -4.659, 0.836], [-2.429, -5.200, 4.132], [-4.052, -3.574, 5.130], [-4.806, -1.590, 3.813], [-3.909, -1.216, 1.508]]}